1.
Molecular formula: C18H32N2O6
Method: DFT, the ωB97M-V functional and the def2-TZVPD basis

Cartesian coordinates (Å):
C1 -2.706327 -7.294209 0.996486
C2 -3.001845 -6.989997 -0.450314
O1 -2.926252 -5.557481 -0.613429
C3 -3.151797 -5.103747 -1.853248
O2 -3.394342 -5.808921 -2.794072
C4 -3.057220 -3.596923 -1.951857
N1 -2.523624 -2.963434 -0.773450
C5 -1.581073 -1.988449 -0.848178
O3 -1.184256 -1.552381 -1.918523
C6 -1.075238 -1.472008 0.486096
C7 -1.614701 -0.060048 0.793833
C8 -1.554789 1.002151 -0.307487
C9 -0.175340 1.199180 -0.958125
N2 0.940907 0.724975 -0.147043
C10 1.429750 1.389782 0.920362
O4 2.166192 0.864568 1.749142
C11 1.053792 2.858386 1.113827
O5 1.139439 3.155194 2.482064
C12 1.944420 3.746020 0.218777
O6 1.431945 5.063796 0.116119
C13 0.378283 5.207509 -0.803401
C14 3.404757 3.829615 0.669361
C15 3.639110 4.880064 1.755352
C16 4.293324 4.124488 -0.536779
C17 1.284104 -0.686446 -0.295178
C18 0.452919 -1.591101 0.607787
H1 -2.751296 -8.370559 1.161499
H2 -1.710438 -6.947240 1.270940
H3 -3.435292 -6.817651 1.651639
H4 -2.281033 -7.451284 -1.124921
H5 -3.997428 -7.319063 -0.747740
H6 -2.423212 -3.344242 -2.798801
H7 -4.062174 -3.236246 -2.188775
H8 -2.769224 -3.342107 0.124002
H9 -1.482503 -2.121656 1.267602
H10 -2.659717 -0.150142 1.100882
H11 -1.073820 0.300643 1.673597
H12 -2.266913 0.763982 -1.099336
H13 -1.896565 1.937965 0.143628
H14 -0.138593 0.641403 -1.889298
H15 -0.027196 2.248924 -1.210821
H16 0.013917 3.013055 0.822403
H17 1.830726 2.566313 2.826898
H18 1.933374 3.290143 -0.784632
H19 0.136539 6.266847 -0.855644
H20 0.673719 4.860502 -1.801803
H21 -0.523783 4.665370 -0.495600
H22 3.673073 2.844610 1.065950
H23 3.434187 5.877133 1.365052
H24 3.002513 4.726759 2.622542
H25 4.682454 4.847585 2.074823
H26 4.003361 5.073106 -0.994259
H27 5.339251 4.202830 -0.237180
H28 4.216981 3.340742 -1.293550
H29 1.147455 -0.951363 -1.340756
H30 2.334994 -0.803872 -0.033216
H31 0.714839 -1.365619 1.643742
H32 0.749663 -2.627454 0.423011

Force components x, y, z for each atom (eV/Å):
0.0 0.0 0.0
0.0 0.0 0.0
-0.1 0.0 0.1
0.3 0.0 -0.1
-0.1 0.0 0.0
-0.1 0.0 0.0
0.0 0.0 0.0
0.0 0.1 0.0
0.0 0.0 0.0
0.0 0.0 0.0
0.0 0.0 0.0
0.0 0.0 0.0
0.0 0.2 0.0
0.0 0.0 -0.1
-0.2 -0.1 0.1
0.1 0.0 0.0
-0.1 0.1 0.0
0.1 0.1 0.0
-0.1 0.0 -0.1
0.0 0.0 0.0
0.0 0.0 0.0
0.1 0.0 0.0
0.0 0.0 0.0
0.0 0.0 0.0
0.1 0.0 0.1
0.0 0.0 0.0
0.0 0.0 0.0
0.0 0.0 0.0
0.0 0.0 0.0
0.0 0.0 0.0
0.0 0.0 0.0
0.0 0.0 0.0
0.0 0.0 0.0
0.0 0.0 0.0
0.0 0.0 0.0
0.0 0.0 0.0
0.0 0.0 0.0
0.0 0.0 0.0
0.0 0.0 0.0
0.0 0.0 0.0
0.0 0.0 0.0
0.0 0.0 0.0
-0.1 -0.1 0.0
0.0 0.0 0.0
0.0 0.0 0.0
0.0 0.0 0.0
0.0 0.0 0.0
0.0 0.0 0.0
0.0 0.0 0.0
0.0 0.0 0.0
0.0 0.0 0.0
0.0 0.0 0.0
0.0 0.0 0.0
0.0 0.0 0.0
0.0 0.0 0.0
0.0 0.0 0.0
0.0 0.0 0.0
0.0 0.0 0.0

ΔE to the lowest compared entry with this formula, charge and spin ... 0.4 kcal/mol
Multiplicity ... 1
HOMO ... -9.212 eV
Net charge ... 0
LUMO energy ... 0.44 eV

---

2.
Molecular formula: C41H58ClN2NiO4
Method: DFT, the ωB97M-V functional and the def2-TZVPD basis

Cartesian coordinates (Å):
Ni1 -0.603650 0.350128 0.078018
C1 0.131863 -2.662856 -0.372417
N1 0.525684 -1.474454 0.392222
C2 0.544163 -1.796771 1.822514
C3 1.868344 -1.036972 -0.043848
C4 1.796470 -0.184126 -1.299303
N2 1.066700 1.051668 -1.005648
C5 1.922296 1.979559 -0.229527
C6 1.214288 2.944546 0.672698
C7 1.484620 4.305946 0.584278
C8 1.016712 5.193014 1.539068
C9 0.302830 4.643446 2.609874
C10 0.017392 3.293416 2.751381
C11 0.445051 2.410728 1.723049
O1 0.187858 1.117257 1.738271
C12 -0.691077 2.759527 3.998340
C13 -2.003713 2.066294 3.619748
C14 -1.017552 3.873334 4.995451
C15 0.229061 1.758669 4.715496
C16 1.244063 6.702034 1.471615
C17 2.173906 7.088272 0.321054
C18 1.874883 7.204561 2.777805
C19 -0.100820 7.412109 1.263886
C20 0.610481 1.763120 -2.215102
C21 -0.201203 0.985308 -3.224588
C22 -0.030795 1.334467 -4.556707
C23 -0.836256 0.827203 -5.568315
C24 -1.857333 -0.035719 -5.172834
C25 -2.058953 -0.443698 -3.858145
C26 -1.172427 0.025810 -2.853412
O2 -1.219598 -0.436497 -1.631927
C27 -3.245482 -1.331719 -3.476600
C28 -4.116538 -1.680555 -4.685777
C29 -4.117622 -0.573273 -2.465727
C30 -2.779734 -2.663280 -2.868006
C31 -0.566060 1.195652 -7.026099
C32 -0.505534 2.720233 -7.191910
C33 0.780477 0.596303 -7.457170
C34 -1.649209 0.664145 -7.965494
H1 0.887742 -3.450568 -0.250785
H2 0.008847 -2.410720 -1.421139
H3 -0.822400 -3.043673 -0.006609
H4 1.276505 -2.587571 2.034971
H5 -0.445999 -2.141354 2.122770
H6 0.784136 -0.894718 2.381233
H7 2.507735 -1.913783 -0.221343
H8 2.307203 -0.472669 0.776369
H9 1.265824 -0.714027 -2.089537
H10 2.810305 0.032284 -1.666965
H11 2.552772 2.534665 -0.938342
H12 2.597061 1.382233 0.383894
H13 2.084387 4.651154 -0.250847
H14 -0.050066 5.319141 3.378452
H15 -2.691048 2.757593 3.128613
H16 -2.493241 1.679332 4.519863
H17 -1.821768 1.244672 2.935505
H18 -1.710218 4.606331 4.575382
H19 -0.121692 4.397968 5.337618
H20 -1.499341 3.428648 5.869406
H21 0.487762 0.934472 4.053786
H22 -0.277224 1.356787 5.598167
H23 1.150044 2.249435 5.043372
H24 3.145584 6.597718 0.410016
H25 2.337765 8.168621 0.329342
H26 1.746260 6.824152 -0.647964
H27 2.807743 6.675481 2.983335
H28 1.211831 7.054407 3.630412
H29 2.091397 8.274382 2.707484
H30 -0.554278 7.105689 0.319397
H31 0.031478 8.498265 1.249339
H32 -0.801038 7.163733 2.062904
H33 1.488273 2.168912 -2.740480
H34 0.043927 2.626255 -1.848979
H35 0.760231 2.040599 -4.795658
H36 -2.527958 -0.417797 -5.928448
H37 -4.553282 -0.791165 -5.146100
H38 -4.938564 -2.318533 -4.353041
H39 -3.558086 -2.226686 -5.450217
H40 -4.500304 0.346936 -2.911641
H41 -3.550657 -0.310669 -1.575048
H42 -4.971642 -1.187034 -2.161284
H43 -2.192280 -3.232610 -3.595429
H44 -3.649052 -3.265021 -2.586806
H45 -2.169850 -2.492405 -1.987472
H46 0.313433 3.156733 -6.619018
H47 -1.434411 3.180954 -6.850679
H48 -0.353855 2.983526 -8.242650
H49 1.592743 0.981837 -6.838438
H50 0.999919 0.839198 -8.501372
H51 0.766714 -0.490199 -7.349639
H52 -2.633780 1.055907 -7.702432
H53 -1.701400 -0.425926 -7.946105
H54 -1.425500 0.969359 -8.990667
Cl1 -4.852890 -5.081012 2.660002
C35 -4.491892 -3.432413 2.196138
C36 -5.170366 -2.391653 2.811916
C37 -4.886979 -1.087049 2.438295
C38 -3.914826 -0.821682 1.480785
C39 -3.255177 -1.884759 0.875051
C40 -3.540982 -3.198518 1.218110
C41 -3.601317 0.606674 1.079182
O3 -4.465170 1.461614 1.254594
O4 -2.444864 0.782315 0.583832
H55 -5.914112 -2.608196 3.566990
H56 -5.411934 -0.249567 2.878427
H57 -2.530494 -1.651910 0.103032
H58 -3.044720 -4.030193 0.734639

Force components x, y, z for each atom (eV/Å):
-0.1 0.0 -0.1
-0.1 0.0 0.0
0.2 0.0 0.0
0.0 0.0 0.1
-0.1 -0.2 0.0
0.1 0.0 -0.1
0.1 0.1 0.0
0.1 0.1 0.0
0.1 0.1 0.0
-0.1 0.0 0.0
0.0 0.0 0.0
0.0 0.0 0.0
0.0 0.1 0.0
-0.1 -0.3 0.0
0.2 0.2 0.3
0.0 0.0 0.0
-0.1 0.0 0.0
-0.1 0.0 0.0
0.0 0.0 0.0
0.0 0.0 0.0
0.0 0.0 0.0
0.0 0.0 0.0
0.0 0.0 0.0
0.0 -0.1 0.0
0.0 0.1 -0.1
-0.1 0.0 0.0
0.0 0.0 0.1
0.0 0.0 0.0
0.0 0.0 -0.2
0.2 0.0 0.3
-0.4 0.0 -0.2
0.0 0.0 0.0
-0.1 0.0 0.0
-0.1 -0.1 0.1
0.0 0.0 -0.1
0.0 0.0 0.0
0.0 0.0 0.0
0.0 0.0 0.0
0.0 0.0 0.0
0.0 0.0 0.0
0.0 0.0 0.0
0.0 0.1 0.0
0.0 0.0 0.0
0.0 0.0 0.0
0.0 0.0 0.0
0.0 0.0 0.0
0.0 0.0 0.0
0.0 0.0 0.0
0.0 0.0 0.0
0.0 0.0 0.0
-0.1 0.0 0.0
0.0 0.0 0.0
0.0 0.0 0.0
0.0 0.0 0.0
0.0 0.0 0.0
0.0 0.0 0.0
0.0 0.0 0.0
0.0 0.0 0.0
0.0 0.0 0.0
0.0 0.0 0.0
0.0 0.0 0.0
0.0 0.0 0.0
0.0 0.0 0.0
0.0 0.0 0.0
0.0 0.0 0.0
0.0 0.0 0.0
0.0 0.0 0.0
0.0 0.0 0.0
0.0 0.0 0.0
0.0 0.0 0.0
0.0 0.0 0.0
0.0 0.0 0.0
0.0 0.0 0.0
0.0 0.0 0.0
0.0 0.0 0.0
0.0 0.0 0.0
0.0 0.0 0.0
0.0 0.0 0.0
0.0 0.0 0.0
0.0 0.0 0.0
0.0 0.0 0.0
0.0 0.0 0.0
0.0 0.0 0.0
0.0 0.0 0.0
0.0 0.0 0.0
0.0 0.0 0.0
0.0 0.0 0.0
0.0 0.0 0.0
0.0 0.0 0.0
0.0 0.0 0.0
0.0 0.0 0.0
0.0 0.0 0.0
0.0 0.0 0.0
0.0 0.0 0.0
0.0 0.0 0.0
0.0 -0.1 0.0
0.1 0.0 -0.1
0.0 -0.3 0.0
0.0 0.1 0.0
0.0 0.0 0.0
-0.2 0.1 0.1
0.1 -0.1 0.0
0.2 0.2 -0.1
0.0 0.0 0.0
0.0 0.0 0.0
0.0 -0.1 0.0
0.0 0.0 0.0

<S²> ... 2.0046
Multiplicity ... 3
HOMO (spin up / spin down) ... -4.666 / -4.723 eV
Net charge ... -1
LUMO energy (spin up / spin down) ... 2.45 / 2.44 eV

---

3.
Molecular formula: C6H6O4S
Method: DFT, the ωB97M-V functional and the def2-TZVPD basis

Cartesian coordinates (Å):
O1 1.957439 -1.609185 -0.278132
S1 1.467227 -0.244255 -0.089898
O2 1.890167 0.824378 -1.028484
O3 1.814011 0.228612 1.457902
C1 -0.225208 -0.281558 -0.106513
C2 -1.030308 -1.430496 -0.073767
C3 -2.328266 -1.420002 0.042254
C4 -3.012294 -0.227128 0.051167
C5 -2.330268 0.967676 0.083670
C6 -0.957253 1.000803 0.034253
O4 -0.311230 2.137834 -0.082635
H1 2.630877 0.702294 1.259531
H2 -0.263482 -2.365410 -0.249406
H3 -2.995021 -2.432935 0.014424
H4 -3.910938 -0.194357 0.108670
H5 -3.085412 1.727819 -0.081410
H6 0.646830 2.161769 -0.349024

Force components x, y, z for each atom (eV/Å):
-0.4 2.3 0.3
1.1 -1.5 -1.4
-0.1 -1.4 2.1
-0.3 -0.3 -2.2
-3.9 2.6 1.4
7.9 -2.6 -1.0
-5.5 -3.6 -0.3
11.0 -0.4 0.3
-1.7 -0.2 -0.6
2.7 -2.2 -1.4
0.5 2.3 0.2
0.5 0.4 0.7
-2.7 1.8 0.7
2.0 2.5 0.1
-11.0 0.2 0.4
1.1 1.2 0.4
-1.2 -1.0 0.2

ΔE to the lowest compared entry with this formula, charge and spin ... 48.2 kcal/mol
Multiplicity ... 1
HOMO ... -9.316 eV
Net charge ... 0
LUMO energy ... 0.11 eV

---

4.
Molecular formula: C4H6N2O
Method: DFT, the ωB97M-V functional and the def2-TZVPD basis

Cartesian coordinates (Å):
C1 1.915586 0.646659 0.876829
O1 0.534017 0.961287 0.823666
C2 -0.219894 0.132599 0.073879
C3 0.017599 -0.958035 -0.718970
N1 -1.157921 -1.354920 -1.328523
C4 -2.075423 -0.539649 -0.894828
N2 -1.564191 0.394700 -0.033032
H1 2.079608 -0.307198 1.392124
H2 2.388316 1.452805 1.440986
H3 2.359611 0.597954 -0.126206
H4 0.935839 -1.506157 -0.875322
H5 -3.122027 -0.554443 -1.170861
H6 -2.091119 1.034398 0.540256

Force components x, y, z for each atom (eV/Å):
0.2 -0.1 0.0
-0.2 -0.1 0.0
-0.1 -0.1 -0.1
0.2 0.0 0.1
-0.2 0.1 0.2
-0.1 -0.1 -0.1
0.1 0.0 0.0
0.0 0.1 -0.1
-0.1 -0.2 -0.1
-0.2 0.0 0.1
-0.1 0.2 0.0
0.2 0.0 0.1
0.2 0.0 -0.2

ΔE to the lowest compared entry with this formula, charge and spin ... 26.8 kcal/mol
Multiplicity ... 1
HOMO ... -8.216 eV
Net charge ... 0
LUMO energy ... 0.87 eV

---

Which of these has the highest multiplicity? C41H58ClN2NiO4

---

What is the net charge in the fourth record? 0